Entry 1:
Density functional theory data (the ωB97M-V functional and the def2-TZVPD basis) for a 2-piece molecular cluster, C3H10N2O2 overall in a non-equilibrium geometry.

Properties
structure (SMILES) = CC(=O)NCN.O
E_tot = -10348.61977 eV
M = 106.12 g mol⁻¹

Geometry as XYZ:
```
17
C3H10N2O2 (the ωB97M-V functional and the def2-TZVPD basis)
C 1.25 1.71 -1.00
C 0.44 0.97 0.10
O -0.65 1.41 0.45
N 1.14 -0.10 0.58
C 0.47 -1.08 1.43
N -0.41 -2.06 0.82
H 0.51 2.44 -1.32
H 1.57 0.96 -1.72
H 2.13 2.17 -0.57
H 1.98 -0.30 0.07
H -0.11 -0.50 2.14
H 1.26 -1.55 2.01
H -1.29 -1.56 0.78
H -0.12 -2.33 -0.12
O -1.80 -0.52 -1.83
H -1.62 -0.20 -0.95
H -2.66 -0.91 -1.88
```

=====

Entry 2:
Density functional theory data (the ωB97M-V functional and the def2-TZVPD basis) for C5H8OS in the gas phase in a non-equilibrium geometry.

Properties
structure (SMILES) = C1CSC2(CC2)O1
E_tot = -18194.21789 eV
M = 116.18 g mol⁻¹

Geometry as XYZ:
```
15
C5H8OS (the ωB97M-V functional and the def2-TZVPD basis)
C 0.43 0.24 1.72
C 0.28 1.70 1.09
S -0.60 1.21 -0.47
C 0.10 -0.58 -0.38
C 0.30 -1.52 -1.58
C -0.77 -1.77 -0.79
O 0.94 -0.64 0.64
H 1.20 0.30 2.62
H -0.57 -0.06 2.20
H 1.18 2.33 1.00
H -0.58 2.27 1.68
H 1.18 -2.07 -1.63
H 0.08 -1.03 -2.45
H -0.81 -2.59 -0.02
H -1.69 -1.91 -1.29
```

=====

Entry 3:
Density functional theory data (the ωB97M-V functional and the def2-TZVPD basis) for C19H24BrN9O2 in the gas phase in a non-equilibrium geometry.

Properties
structure (SMILES) = CCCN(CCC)Cc1c(C(=O)N/N=C/c2ccc(Br)cc2)nnn1-c1nonc1N
E_tot = -107637.56862 eV
M = 490.37 g mol⁻¹

Geometry as XYZ:
```
55
C19H24BrN9O2 (the ωB97M-V functional and the def2-TZVPD basis)
C -5.38 -1.94 1.15
C -4.20 -2.02 0.18
C -2.95 -1.36 0.79
N -1.76 -1.37 -0.04
C -1.21 -2.69 -0.31
C 0.32 -2.66 -0.28
C 0.84 -2.28 1.10
C -1.81 -0.49 -1.20
C -1.53 0.89 -0.73
C -0.33 1.51 -0.41
C 1.05 1.05 -0.66
O 1.31 0.14 -1.42
N 1.95 1.78 0.06
N 3.29 1.70 0.12
C 3.97 0.79 -0.47
C 5.41 0.78 -0.35
C 6.09 1.75 0.40
C 7.46 1.73 0.50
C 8.17 0.72 -0.14
Br 10.07 0.68 0.01
C 7.53 -0.25 -0.88
C 6.15 -0.22 -0.98
N -0.61 2.72 0.14
N -1.86 2.89 0.18
N -2.47 1.80 -0.35
C -3.84 1.78 -0.47
N -4.54 0.95 -1.19
O -5.82 1.30 -1.04
N -5.95 2.38 -0.22
C -4.75 2.72 0.16
N -4.42 3.70 1.01
H -6.26 -2.41 0.72
H -5.63 -0.90 1.36
H -5.14 -2.43 2.09
H -4.47 -1.51 -0.75
H -3.99 -3.06 -0.05
H -3.18 -0.33 1.05
H -2.70 -1.88 1.72
H -1.56 -3.37 0.47
H -1.55 -3.08 -1.28
H 0.70 -1.94 -1.01
H 0.69 -3.65 -0.56
H 0.55 -3.02 1.84
H 1.92 -2.20 1.10
H 0.42 -1.31 1.39
H -1.00 -0.78 -1.88
H -2.77 -0.53 -1.73
H 1.58 2.56 0.59
H 3.53 0.00 -1.08
H 5.51 2.52 0.88
H 7.99 2.48 1.08
H 8.10 -1.03 -1.37
H 5.64 -0.98 -1.56
H -3.45 3.96 1.04
H -5.13 4.37 1.26
```

=====

Entry 4:
Density functional theory data (the ωB97M-V functional and the def2-TZVPD basis) for C33H28AlBrN8O6S2 as an isolated structure in a non-equilibrium geometry.

Properties
E_tot = -157190.95350 eV
M = 803.66 g mol⁻¹

Geometry as XYZ:
```
79
C33H28AlBrN8O6S2 (the ωB97M-V functional and the def2-TZVPD basis)
Al -0.53 -0.18 -0.55
O 2.23 -4.51 0.38
C 1.14 -4.94 -0.33
C 0.90 -6.29 -0.56
C -0.23 -6.68 -1.25
C -1.14 -5.74 -1.70
C -0.90 -4.39 -1.48
C 0.24 -3.98 -0.81
C 0.60 -2.52 -0.61
O -0.12 -1.65 -1.37
N 0.40 -2.17 0.82
N -0.70 -1.47 1.01
C -1.40 -1.37 2.09
C -2.61 -0.62 2.07
Br -3.28 -0.43 0.28
C -3.20 -0.15 3.20
C -4.37 0.62 3.50
C -4.63 0.86 4.87
C -5.69 1.63 5.28
C -6.54 2.19 4.34
C -6.32 1.96 2.99
C -5.25 1.18 2.57
H 2.86 -5.22 0.48
H 1.61 -7.03 -0.22
H -0.40 -7.73 -1.44
H -2.03 -6.05 -2.22
H -1.57 -3.63 -1.86
H 1.68 -2.43 -0.79
H 0.66 -2.89 1.49
H -1.09 -1.84 3.02
H -2.62 -0.39 4.09
H -3.97 0.41 5.61
H -5.86 1.81 6.33
H -7.38 2.80 4.65
H -6.98 2.39 2.25
H -5.10 1.01 1.52
O -1.09 0.76 -1.94
S -1.34 1.62 -3.18
C -2.21 0.47 -4.32
C -3.53 1.13 -4.66
C -4.04 1.72 -3.34
C -2.88 2.54 -2.80
H -2.32 -0.46 -3.77
H -1.59 0.29 -5.20
H -4.23 0.41 -5.09
H -3.37 1.93 -5.38
H -4.30 0.92 -2.64
H -4.91 2.35 -3.50
H -2.91 2.71 -1.72
H -2.79 3.51 -3.29
O 9.55 0.70 -2.08
S 8.55 -0.19 -1.53
O 7.57 -0.67 -2.48
O 8.99 -1.16 -0.55
C 7.56 0.89 -0.39
N 8.18 1.62 0.52
C 7.42 2.28 1.37
C 6.03 2.28 1.29
C 5.48 1.45 0.31
N 6.27 0.74 -0.50
C 4.06 1.19 0.12
C 3.57 0.87 -1.15
C 2.25 0.50 -1.28
N 1.41 0.42 -0.25
C 1.88 0.70 0.97
C 3.18 1.11 1.20
H 7.94 2.84 2.14
H 5.42 2.91 1.92
H 4.24 0.89 -1.99
H 1.83 0.23 -2.24
H 1.18 0.60 1.78
H 3.50 1.32 2.21
N -0.96 1.29 0.65
C -0.72 2.44 0.66
C -0.46 3.76 0.62
C 0.68 4.25 1.28
N 1.62 4.63 1.81
C -1.25 4.55 -0.22
N -1.91 5.12 -0.96
```

=====

Entry 5:
Density functional theory data (the ωB97M-V functional and the def2-TZVPD basis) for a 2-piece molecular cluster, C3H3NOS overall in a non-equilibrium geometry.

Properties
E_tot = -17529.52750 eV
M = 101.13 g mol⁻¹

Geometry as XYZ:
```
9
C3H3NOS (the ωB97M-V functional and the def2-TZVPD basis)
C -1.15 0.73 0.52
C 0.14 0.00 -2.33
C 0.95 -0.66 0.87
N -0.07 0.28 0.41
O -2.15 1.29 0.49
S -1.09 0.82 -2.80
H 0.84 -1.42 0.21
H 1.79 -0.10 0.73
H 0.73 -0.94 1.90
```

=====

Entry 6:
Density functional theory data (the ωB97M-V functional and the def2-TZVPD basis) for a 3-piece molecular cluster, C4H15NO2 overall in a non-equilibrium geometry.

Properties
structure (SMILES) = CCN(C)C.O.O
E_tot = -9974.89792 eV
M = 109.17 g mol⁻¹

Geometry as XYZ:
```
22
C4H15NO2 (the ωB97M-V functional and the def2-TZVPD basis)
C -1.52 -1.82 -1.06
C -0.15 -1.41 -1.58
N 0.27 -0.15 -0.88
C 0.67 -0.28 0.52
C 1.46 0.46 -1.65
H -1.48 -2.49 -0.21
H -2.11 -1.03 -0.61
H -2.03 -2.32 -1.85
H -0.26 -1.14 -2.65
H 0.57 -2.21 -1.44
H 1.71 -0.57 0.82
H 0.20 -1.17 0.97
H 0.19 0.54 1.04
H 2.05 -0.34 -2.08
H 1.14 1.20 -2.40
H 2.17 0.88 -0.94
O -0.21 -2.78 3.94
H 0.73 -2.70 3.76
H -0.47 -3.69 4.13
O -0.42 5.61 -0.19
H -0.47 6.56 -0.04
H -1.30 5.32 0.09
```

=====

Entry 7:
Density functional theory data (the ωB97M-V functional and the def2-TZVPD basis) for a 2-piece molecular cluster, C5H13NO2 overall in a non-equilibrium geometry.

Properties
structure (SMILES) = CN=C(O)O.CCC
E_tot = -10978.99868 eV
M = 119.16 g mol⁻¹

Geometry as XYZ:
```
21
C5H13NO2 (the ωB97M-V functional and the def2-TZVPD basis)
C 1.92 1.67 0.15
N 1.42 0.63 -0.73
C 1.53 -0.62 -0.35
O 1.99 -1.02 0.84
O 1.50 -1.61 -1.26
H 2.78 1.39 0.77
H 2.22 2.53 -0.46
H 1.13 1.99 0.83
H 2.03 -1.99 0.85
H 1.33 -1.20 -2.13
C -1.40 0.28 1.32
C -1.10 -0.50 0.04
C -2.24 -0.43 -0.97
H -1.60 1.34 1.10
H -0.55 0.25 1.99
H -2.28 -0.12 1.83
H -0.93 -1.54 0.30
H -0.11 0.23 -0.45
H -3.16 -0.84 -0.55
H -2.46 0.59 -1.27
H -2.01 -1.02 -1.86
```

=====

Entry 8:
Density functional theory data (the ωB97M-V functional and the def2-TZVPD basis) for a 10-piece molecular cluster, C28H64F8I2NO11 overall.

Properties
E_tot = -92021.56127 eV
multiplicity = 2
M = 996.61 g mol⁻¹
<S²> = 0.754

Geometry as XYZ:
```
114
C28H64F8I2NO11 (the ωB97M-V functional and the def2-TZVPD basis)
C 1.81 -2.38 -1.74
C 1.88 -2.21 -0.23
I 3.80 -1.27 0.23
C 0.79 -1.44 0.52
I 0.07 0.15 -0.76
C -0.34 -2.18 1.39
C -0.34 -1.35 2.71
C -0.67 0.15 2.66
O 0.57 0.87 2.60
C 0.50 2.23 2.91
C 1.38 3.06 1.95
F 2.15 2.26 1.17
F 2.20 3.86 2.68
C 0.57 4.00 1.01
F 0.15 5.06 1.76
F -0.53 3.35 0.56
C 1.34 4.56 -0.22
F 2.57 4.95 0.20
F 0.69 5.66 -0.65
C 1.50 3.62 -1.43
F 2.30 4.24 -2.32
F 0.28 3.47 -2.01
C 0.04 -3.61 1.90
C -0.44 -4.90 1.19
C -0.44 -6.02 2.24
C 0.48 -5.39 0.05
N -1.85 -4.72 0.69
O -2.75 -5.35 1.34
C -2.27 -3.44 0.02
C -1.82 -3.43 -1.46
C -3.79 -3.36 0.02
C -1.78 -2.25 0.87
H 2.41 -3.25 -2.05
H 2.21 -1.50 -2.27
H 0.78 -2.54 -2.07
H 2.03 -3.18 0.25
H 1.30 -0.82 1.26
H 0.66 -1.43 3.15
H -1.04 -1.83 3.41
H -1.21 0.44 3.57
H -1.28 0.44 1.80
H -0.53 2.61 2.87
H 0.90 2.42 3.91
H 1.91 2.64 -1.18
H 1.13 -3.69 2.06
H -0.38 -3.66 2.91
H -1.01 -5.75 3.13
H -0.84 -6.94 1.82
H 0.60 -6.20 2.54
H 1.51 -5.42 0.42
H 0.20 -6.41 -0.22
H 0.46 -4.78 -0.84
H -2.63 -3.81 -2.09
H -0.96 -4.06 -1.65
H -1.60 -2.40 -1.79
H -4.09 -2.50 -0.59
H -4.21 -3.21 1.02
H -4.22 -4.26 -0.44
H -2.40 -2.29 1.78
H -2.07 -1.33 0.36
C 2.01 6.97 3.91
O 1.74 7.97 2.94
H 2.40 7.47 4.79
H 1.11 6.42 4.19
H 2.76 6.26 3.56
H 1.39 7.54 2.15
C -4.40 3.30 -1.43
O -3.95 2.79 -2.67
H -5.49 3.26 -1.46
H -4.04 2.70 -0.59
H -4.09 4.34 -1.28
H -2.99 2.79 -2.69
C -6.00 0.02 -2.74
O -5.71 0.78 -3.90
H -6.63 -0.81 -3.04
H -5.09 -0.38 -2.28
H -6.54 0.61 -1.99
H -5.10 1.49 -3.64
C 6.62 1.93 -0.75
O 7.10 0.61 -0.55
H 7.44 2.51 -1.18
H 5.78 1.95 -1.45
H 6.31 2.41 0.18
H 6.38 0.10 -0.18
C 3.45 -0.94 4.51
O 2.30 -1.73 4.77
H 3.10 0.05 4.23
H 4.09 -0.85 5.39
H 4.04 -1.34 3.68
H 2.58 -2.62 5.01
C -5.92 0.65 0.90
O -5.53 -0.71 1.07
H -5.40 1.01 0.02
H -7.00 0.73 0.72
H -5.65 1.26 1.77
H -6.00 -1.07 1.83
C 5.74 3.08 -4.38
O 6.84 2.59 -5.13
H 5.12 3.65 -5.07
H 5.13 2.27 -3.96
H 6.06 3.75 -3.57
H 7.40 2.07 -4.54
C -1.92 6.70 -3.15
O -0.80 6.26 -3.91
H -2.62 7.15 -3.85
H -2.42 5.86 -2.65
H -1.63 7.44 -2.41
H -0.17 5.85 -3.31
C 0.13 -8.35 -3.35
O 0.89 -7.60 -2.41
H -0.77 -7.78 -3.55
H 0.67 -8.48 -4.29
H -0.15 -9.33 -2.96
H 1.70 -8.08 -2.22
```

=====

Entry 9:
Density functional theory data (the ωB97M-V functional and the def2-TZVPD basis) for a 2-piece molecular cluster, C15H25N3O6S overall in a non-equilibrium geometry.

Properties
net charge = -2
E_tot = -43534.56176 eV
M = 375.45 g mol⁻¹

Geometry as XYZ:
```
50
C15H25N3O6S (the ωB97M-V functional and the def2-TZVPD basis)
N 0.45 2.71 1.31
C 1.77 2.52 0.59
C 1.67 1.85 -0.90
O 3.00 1.38 -1.40
C 0.52 0.70 -1.08
C 0.38 -0.35 0.18
C 1.71 -0.96 0.90
O 2.99 -0.59 0.92
O 1.32 -2.18 1.67
C 0.46 -2.94 0.71
C -0.46 -1.76 -0.04
C -0.62 -2.38 -1.55
C -1.63 -1.56 -2.54
C -3.16 -1.38 -1.99
C -3.35 -0.14 -0.93
S -4.47 1.24 -1.53
C -6.10 1.04 -0.60
N -6.17 0.30 0.73
N -7.48 0.25 1.18
C -8.26 1.00 0.11
O -7.44 1.50 -1.02
H -0.37 2.68 0.67
H 0.43 1.93 2.03
H 2.23 3.61 0.43
H 2.57 1.96 1.27
H 1.37 2.74 -1.65
H 2.96 1.60 -2.39
H 0.82 0.04 -2.03
H -0.48 1.25 -1.38
H -0.38 0.24 0.89
H 1.27 -3.27 -0.08
H -0.25 -3.78 1.15
H -1.46 -1.84 0.59
H 0.46 -2.51 -1.99
H -1.05 -3.49 -1.41
H -1.71 -2.21 -3.54
H -1.25 -0.51 -2.88
H -3.87 -1.32 -2.94
H -3.46 -2.39 -1.44
H -2.33 0.34 -0.64
H -3.78 -0.62 0.07
H -9.43 1.12 0.24
O 5.24 1.59 3.02
C 5.79 0.57 2.35
C 7.35 0.48 2.73
O 7.91 -0.53 2.04
H 5.76 0.61 1.25
H 5.39 -0.44 2.54
H 7.38 0.41 3.83
H 7.76 1.49 2.56
```

=====

Entry 10:
Density functional theory data (the ωB97M-V functional and the def2-TZVPD basis) for C23H25FN4O2 in the gas phase.

Properties
structure (SMILES) = O=C(NC1CCCCC1)N(Cc1ccc(F)cc1)Cc1nc2ccccc2c(=O)[nH]1
E_tot = -37032.50641 eV
M = 408.48 g mol⁻¹

Geometry as XYZ:
```
55
C23H25FN4O2 (the ωB97M-V functional and the def2-TZVPD basis)
O -1.65 -0.26 -1.45
C -1.50 0.77 -0.81
N -2.33 1.16 0.19
C -3.54 0.42 0.55
C -4.54 0.35 -0.61
C -5.81 -0.38 -0.17
C -5.47 -1.78 0.32
C -4.46 -1.72 1.47
C -3.20 -0.99 1.03
N -0.46 1.63 -1.11
C 0.18 2.50 -0.14
C 1.23 1.80 0.69
C 2.52 2.32 0.78
C 3.50 1.66 1.50
C 3.18 0.46 2.12
F 4.14 -0.19 2.80
C 1.91 -0.07 2.05
C 0.94 0.61 1.34
C 0.39 1.24 -2.23
C 1.48 0.30 -1.81
N 2.70 0.70 -1.81
C 3.65 -0.15 -1.29
C 4.98 0.27 -1.25
C 5.94 -0.53 -0.68
C 5.61 -1.77 -0.14
C 4.30 -2.21 -0.18
C 3.32 -1.41 -0.76
C 1.92 -1.86 -0.79
O 1.49 -2.90 -0.36
N 1.07 -0.93 -1.38
H -2.30 2.12 0.48
H -3.99 0.97 1.38
H -4.78 1.36 -0.94
H -4.08 -0.18 -1.44
H -6.29 0.18 0.64
H -6.51 -0.43 -1.00
H -5.03 -2.36 -0.50
H -6.38 -2.29 0.65
H -4.91 -1.19 2.32
H -4.21 -2.73 1.80
H -2.49 -0.93 1.86
H -2.72 -1.54 0.21
H -0.57 2.94 0.53
H 0.64 3.32 -0.69
H 2.76 3.24 0.28
H 4.50 2.05 1.57
H 1.69 -1.01 2.54
H -0.06 0.19 1.28
H 0.84 2.14 -2.65
H -0.25 0.77 -2.97
H 5.22 1.24 -1.67
H 6.97 -0.19 -0.64
H 6.37 -2.38 0.31
H 4.01 -3.16 0.23
H 0.07 -1.14 -1.43
```

=====

Which value of M does entry 2 give? 116.18 g mol⁻¹

=====

The highest M belongs to which entry? C28H64F8I2NO11

=====

Look up the E_tot of the sixth one. -9974.89792 eV

=====

The highest M belongs to which entry? C28H64F8I2NO11